C45H36BBr3N7O18 | wB97M-V/def2-TZVPD

Output
Charge: -1

The geometry in XYZ format:
```
110
C45H36BBr3N7O18 wB97M-V/def2-TZVPD
O -1.481 3.511 0.284
C -0.950 2.462 0.061
O 0.077 2.012 0.754
B 0.630 0.800 0.124
O -0.320 0.466 -0.955
C -1.195 1.437 -1.105
O -1.983 1.607 -1.986
O 0.716 -0.300 1.084
C 1.975 -0.617 1.339
O 2.331 -1.451 2.116
C 2.853 0.332 0.495
O 2.014 0.952 -0.328
O 4.043 0.354 0.490
C 5.386 3.352 -0.522
Br 4.751 5.065 0.273
Br 7.287 3.531 -0.823
Br 4.434 2.792 -2.117
H 5.191 2.549 0.177
C 2.782 2.575 3.514
C 2.481 2.957 4.836
C 1.522 3.881 5.161
C 0.697 4.356 4.123
C 1.015 4.054 2.818
C 2.075 3.220 2.511
N -0.443 5.199 4.422
O -1.055 5.719 3.502
O -0.745 5.361 5.588
H 3.602 1.899 3.320
H 3.092 2.665 5.685
H 1.334 4.136 6.193
H 0.410 4.438 2.006
H 2.392 2.931 1.517
C 7.255 -3.044 -0.234
C 7.749 -3.610 -1.395
C 7.032 -3.436 -2.579
C 5.981 -2.547 -2.544
C 5.398 -2.131 -1.357
C 6.017 -2.403 -0.142
N 5.447 -2.038 -3.795
O 6.098 -2.192 -4.802
O 4.383 -1.450 -3.828
H 7.770 -3.291 0.690
H 8.633 -4.227 -1.453
H 7.465 -3.833 -3.486
H 4.460 -1.595 -1.423
H 5.595 -2.108 0.806
C 1.597 -3.456 -1.552
C 1.447 -4.826 -1.667
C 0.223 -5.346 -2.059
C -0.827 -4.473 -2.357
C -0.611 -3.094 -2.362
C 0.587 -2.597 -1.888
N -2.135 -4.983 -2.782
O -3.146 -4.493 -2.338
O -2.100 -5.957 -3.502
H 2.498 -2.957 -1.208
H 2.242 -5.528 -1.456
H -0.010 -6.402 -2.042
H -1.364 -2.355 -2.612
H 0.687 -1.522 -1.953
C -0.726 -3.660 1.706
C -1.947 -4.204 1.311
C -2.470 -5.312 1.959
C -1.756 -5.980 2.953
C -0.545 -5.450 3.320
C -0.028 -4.328 2.724
N -2.390 -7.090 3.682
O -1.728 -7.716 4.476
O -3.552 -7.309 3.432
H -0.221 -2.808 1.270
H -2.435 -3.723 0.476
H -3.469 -5.672 1.744
H 0.125 -5.940 4.020
H 0.953 -3.976 3.015
C -3.284 -0.043 1.655
C -3.379 -1.086 0.747
C -4.473 -1.920 0.816
C -5.417 -1.773 1.817
C -5.275 -0.780 2.791
C -4.284 0.174 2.589
N -6.496 -2.776 1.931
O -7.523 -2.404 2.461
O -6.357 -3.845 1.386
H -2.412 0.589 1.542
H -2.551 -1.200 0.058
H -4.541 -2.727 0.096
H -5.925 -0.736 3.652
H -4.068 0.816 3.437
N -5.297 6.028 -1.880
C -4.818 6.000 -0.627
C -4.312 4.858 -0.008
C -4.516 3.652 -0.667
C -5.184 3.652 -1.861
C -5.507 4.853 -2.477
H -4.485 6.917 -0.151
H -3.719 4.966 0.887
H -4.090 2.714 -0.332
H -5.440 2.750 -2.404
H -6.000 4.935 -3.438
N 0.648 5.577 -5.318
C 1.126 4.658 -4.473
C 0.285 4.043 -3.535
C -1.081 4.248 -3.563
C -1.572 5.145 -4.499
C -0.656 5.837 -5.290
H 2.205 4.596 -4.426
H 0.710 3.393 -2.779
H -1.757 3.792 -2.853
H -2.627 5.359 -4.603
H -1.029 6.559 -6.007
```

Atom charges from the Löwdin analysis, given in e for atoms 1 to 5:
1 O 0.15
2 C -0.38
3 O 0.20
4 B -0.93
5 O 0.21

***

C45H36BeBrN3O2 | wB97M-V/def2-TZVPD

Output
Charge: 0

The geometry in XYZ format:
```
88
C45H36BeBrN3O2 wB97M-V/def2-TZVPD
Be 0.068 0.031 0.321
O 0.673 -0.727 -0.745
C 1.854 -0.537 -1.399
C 2.989 -0.154 -0.389
C 2.616 0.715 0.771
C 3.513 1.666 1.256
C 3.214 2.367 2.413
C 1.990 2.162 3.025
C 1.117 1.236 2.463
C -0.297 1.094 2.904
C -1.142 1.741 1.754
O -0.984 1.002 0.616
C -0.631 3.174 1.592
C -0.838 4.093 2.614
C -0.362 5.386 2.506
C 0.328 5.779 1.371
C 0.511 4.877 0.337
C 0.038 3.580 0.448
C -2.637 1.805 2.047
C -3.294 0.959 2.924
C -4.666 1.050 3.092
C -5.396 1.999 2.399
C -4.750 2.831 1.500
C -3.385 2.726 1.319
N 1.460 0.511 1.400
C 2.237 -1.841 -2.113
C 3.544 -2.200 -2.412
C 3.821 -3.414 -3.017
C 2.796 -4.282 -3.345
C 1.487 -3.915 -3.083
C 1.211 -2.703 -2.477
C 1.645 0.470 -2.536
C 2.668 0.879 -3.382
C 2.379 1.611 -4.521
C 1.071 1.954 -4.822
C 0.051 1.594 -3.958
C 0.339 0.853 -2.828
H 3.831 0.301 -0.908
H 3.321 -1.104 0.040
H 4.444 1.842 0.742
H 3.921 3.073 2.829
H 1.718 2.699 3.922
H -0.467 1.592 3.857
H -0.577 0.042 2.951
H -1.389 3.796 3.493
H -0.536 6.091 3.308
H 0.707 6.788 1.291
H 1.019 5.187 -0.566
H 0.173 2.874 -0.357
H -2.743 0.225 3.494
H -5.164 0.383 3.780
H -6.458 2.101 2.568
H -5.303 3.571 0.941
H -2.881 3.368 0.611
H 4.365 -1.542 -2.176
H 4.845 -3.686 -3.229
H 3.014 -5.234 -3.808
H 0.674 -4.576 -3.347
H 0.199 -2.407 -2.250
H 3.697 0.617 -3.180
H 3.175 1.897 -5.194
H 0.848 2.492 -5.731
H -0.973 1.866 -4.179
H -0.448 0.537 -2.161
Br 4.323 -6.039 0.209
C 2.697 -5.068 0.372
C 1.581 -5.502 -0.319
C 0.404 -4.792 -0.209
C 0.349 -3.620 0.557
C 1.495 -3.197 1.239
C 2.656 -3.933 1.168
N -0.744 -2.814 0.517
C -1.952 -3.178 0.532
C -2.993 -2.215 0.193
C -4.349 -2.465 0.416
C -5.264 -1.475 0.098
C -4.807 -0.280 -0.432
C -3.442 -0.152 -0.668
N -2.570 -1.084 -0.369
H 1.643 -6.369 -0.957
H -0.473 -5.111 -0.754
H 1.449 -2.286 1.814
H 3.537 -3.616 1.708
H -2.274 -4.194 0.805
H -4.687 -3.404 0.828
H -6.320 -1.638 0.258
H -5.482 0.521 -0.685
H -3.024 0.744 -1.104
```

Atom charges from the Löwdin analysis, given in e for atoms 1 to 5:
1 Be 0.17
2 O -0.16
3 C -0.42
4 C -0.02
5 C -0.19

***

Energy per entry: -305332.173 -126262.801 eV
HOMO per entry: -7.7 -8.0 eV